Formula: C4H5N3O
Source: the Open Molecules 2025 dataset
Level of theory: the ωB97M-V functional and the def2-TZVPD basis

The charge is 0. The calculation puts the orbital gap (spin up / spin down) at 8.441 / 8.440 eV. As for the SMILES: [H]/N=C\c1cc(N)no1. The max |F| is 0.081 Eh/bohr. The total energy comes out at -394.82007 a.u. As for the HOMO energy (spin up / spin down): -8.798 / -8.797 eV. Its spin multiplicity is 1. For the energy above the lowest of the compared OMol25 structures with the same formula, charge and spin, the calculation gives 387.22 kJ/mol.

Last columns: bonded neighbours and bond lengths (Å).
CARTESIAN COORDINATES (ANGSTROEM)
1 H 2.483 -1.293 0.151  N2 1.026
2 N 2.961 -0.389 0.224  H1 1.026, C3 1.261
3 C 2.174 0.597 0.198  N2 1.261, C4 1.465, H10 1.091
4 C 0.711 0.535 0.235  C3 1.465, C5 1.403, O9 1.335
5 C -0.145 -0.577 0.252  C4 1.403, C6 1.401, H11 1.074
6 C -1.341 0.034 -0.146  C5 1.401, N7 1.354, N8 1.352
7 N -2.556 -0.516 -0.380  C6 1.354, H12 1.012, H13 1.011
8 N -1.131 1.357 -0.328  C6 1.352, O9 1.429
9 O 0.045 1.677 0.418  C4 1.335, N8 1.429
10 H 2.595 1.595 0.321  C3 1.091
11 H 0.053 -1.609 0.469  C5 1.074
12 H -3.256 0.087 -0.791  N7 1.012
13 H -2.594 -1.497 -0.623  N7 1.011